This record from the OMol25 dataset describes BH3O in the gas phase. The level of theory is ωB97M-V/def2-TZVPD.

Properties
Kohn-Sham gap = 0.40407 hartree
DFT total energy = -101.8215 Eh
F_max = 0.156 hartree/bohr
structure (SMILES) = BO

```
! wB97M-V def2-TZVPD RIJCOSX def2/J DEFGRID3
* xyz 0 1
B 0.36 -0.32 -0.01
O -1.46 -0.19 0.01
H 0.96 0.67 -0.04
H 0.77 -1.37 0.03
H -1.75 0.66 0.10
*
```



This record from the OMol25 dataset describes BH3S3 in the gas phase. The level of theory is ωB97M-V/def2-TZVPD.

Properties
Kohn-Sham gap = 0.35634 hartree
DFT total energy = -1221.2657 Eh
F_max = 0.055 hartree/bohr
structure (SMILES) = SB(S)S

```
! wB97M-V def2-TZVPD RIJCOSX def2/J DEFGRID3
* xyz 0 1
S 2.00 0.77 -0.35
B 0.19 0.00 -0.09
S 0.17 -1.77 0.06
S -1.16 1.11 -0.01
H 1.84 1.88 0.32
H -1.08 -2.06 0.12
H -1.96 0.07 -0.05
*
```



This record from the OMol25 dataset describes 2 unconnected molecules or ions with the total composition BH4NS. The level of theory is ωB97M-V/def2-TZVPD.

Properties
Kohn-Sham gap (alpha / beta) = 0.36617 / 0.23785 hartree
DFT total energy = -480.0574 Eh
F_max = 0.077 hartree/bohr

```
! wB97M-V def2-TZVPD RIJCOSX def2/J DEFGRID3
* xyz 0 1
B -0.39 0.07 -0.13
N 0.89 -0.29 0.03
S -1.68 1.41 0.10
H -0.26 -2.19 -2.12
H 1.23 -1.26 0.06
H 1.33 0.28 0.75
H -1.12 1.98 1.30
*
```



This record from the OMol25 dataset describes a molecular structure, BaCl2NiO8. The level of theory is ωB97M-V/def2-TZVPD.

Properties
Kohn-Sham gap (alpha / beta) = 0.32432 / 0.24930 hartree
DFT total energy = -3054.4734 Eh
F_max = 0.297 hartree/bohr

```
! wB97M-V def2-TZVPD RIJCOSX def2/J DEFGRID3
* xyz 2 3
Ni -0.86 1.93 -0.29
Ba 0.87 2.38 3.50
Cl -0.29 -1.19 -2.05
O -0.21 -2.51 -2.20
O 1.08 -0.64 -2.07
O -1.18 -0.43 -3.00
O -0.73 -0.79 -0.75
Cl 0.23 0.25 1.39
O 1.27 -0.67 0.94
O -0.41 0.55 0.20
O -0.73 -0.32 2.35
O 0.97 1.43 1.96
*
```



This record from the OMol25 dataset describes a molecular structure, BeH18O9. The level of theory is ωB97M-V/def2-TZVPD.

Properties
Kohn-Sham gap = 0.40599 hartree
DFT total energy = -702.1309 Eh
F_max = 0.016 hartree/bohr

```
! wB97M-V def2-TZVPD RIJCOSX def2/J DEFGRID3
* xyz 2 1
Be 0.11 0.08 -0.01
O -2.39 0.68 -0.39
H -3.23 0.22 -0.28
H -2.59 1.44 -0.95
O -1.43 -1.34 1.37
H -1.54 -1.25 2.33
H -2.24 -1.77 1.08
O 1.37 -0.78 2.26
H 1.09 -0.59 3.17
H 1.91 -1.57 2.34
O 2.20 0.97 0.00
H 2.81 0.89 0.75
H 2.62 1.56 -0.63
O 0.64 0.14 -2.38
H 0.34 -0.37 -3.15
H 1.55 0.38 -2.58
O -0.47 1.51 1.80
H -0.32 2.46 1.73
H -0.85 1.37 2.67
O -0.09 2.43 -0.84
H -0.30 3.28 -0.42
H 0.03 2.64 -1.78
O -1.26 -1.65 -1.42
H -1.02 -2.36 -2.04
H -2.04 -1.99 -0.97
O 1.48 -1.80 -0.55
H 2.43 -1.86 -0.39
H 1.18 -2.70 -0.71
*
```



This record from the OMol25 dataset describes a molecular structure, BeH6O7S. The level of theory is ωB97M-V/def2-TZVPD.

Properties
Kohn-Sham gap = 0.16318 hartree
DFT total energy = -943.2578 Eh
F_max = 0.163 hartree/bohr

```
! wB97M-V def2-TZVPD RIJCOSX def2/J DEFGRID3
* xyz 0 1
Be -19.73 -7.17 -10.35
S -17.81 -8.88 -11.78
O -17.09 -8.17 -12.77
O -16.88 -9.30 -10.75
O -18.76 -8.00 -11.09
O -18.43 -10.04 -12.42
O -21.26 -7.75 -10.14
H -21.81 -8.28 -10.75
H -21.81 -7.41 -9.40
O -19.89 -5.77 -11.21
H -20.84 -5.40 -11.26
H -19.25 -5.16 -11.60
O -19.23 -6.79 -8.84
H -19.44 -7.05 -7.97
H -18.26 -6.52 -8.73
*
```